(1)
Here is a 2-piece molecular cluster, C2H3I3Si overall at a distorted geometry from the OMol25 dataset. Energies are from ωB97M-V with the def2-TZVPD basis set.

## Properties
Gap between HOMO and LUMO (spin up / spin down), Eh: 0.2392 / 0.2697
Relative energy (zero: lowest compared OMol25 entry of this formula, charge and spin), eV: 3.6501
E, eV: -34300.8095

Structure (ORCA input):
```
! wB97M-V def2-TZVPD RIJCOSX def2/J DEFGRID3
* xyz 0 1
C -0.463 -1.754 0.276
C -0.508 -0.510 -0.022
Si -3.576 0.130 -0.032
I -4.965 2.216 -0.356
I -4.261 -1.204 -2.075
I -4.371 -0.773 2.146
H 0.608 -2.153 0.277
H -1.241 -2.461 0.748
H -0.099 0.159 -0.681
*
```

=====

(2)
Here is a 2-piece molecular cluster, C11H18 overall at a distorted geometry from the OMol25 dataset. Energies are from ωB97M-V with the def2-TZVPD basis set.

## Properties
Gap between HOMO and LUMO, Eh: 0.3705
SMILES: Cc1ccccc1.CC(C)C
Relative energy (zero: lowest compared OMol25 entry of this formula, charge and spin), eV: 0.6104
E, eV: -11698.6696

Structure (ORCA input):
```
! wB97M-V def2-TZVPD RIJCOSX def2/J DEFGRID3
* xyz 0 1
C -1.159 -2.156 -3.059
C -1.575 -1.233 -1.908
C -1.740 -1.772 -0.625
C -1.900 -0.942 0.462
C -1.906 0.441 0.264
C -1.876 0.964 -1.003
C -1.722 0.120 -2.121
H -0.074 -2.247 -3.032
H -1.380 -1.643 -3.990
H -1.692 -3.099 -2.988
H -1.585 -2.843 -0.520
H -2.024 -1.332 1.468
H -1.934 1.001 1.186
H -1.844 2.035 -1.115
H -1.729 0.650 -3.067
C 0.915 2.027 1.623
C 1.388 0.564 1.611
C 1.713 0.172 0.172
C 2.669 0.463 2.486
H 1.559 2.552 0.914
H 0.919 2.526 2.596
H -0.105 2.134 1.266
H 0.615 -0.088 2.028
H 2.750 0.423 -0.088
H 1.501 -0.858 -0.105
H 1.157 0.766 -0.567
H 3.479 -0.038 1.955
H 3.073 1.455 2.720
H 2.506 -0.043 3.437
*
```

=====

(3)
Here is C22H24IrN6O2Se as an isolated structure at a distorted geometry from the OMol25 dataset. Energies are from ωB97M-V with the def2-TZVPD basis set.

## Properties
Gap between HOMO and LUMO (spin up / spin down), Eh: 0.3055 / 0.1863
Relative energy (zero: lowest compared OMol25 entry of this formula, charge and spin), eV: 0.4568
E, eV: -104411.0650

Structure (ORCA input):
```
! wB97M-V def2-TZVPD RIJCOSX def2/J DEFGRID3
* xyz 2 2
Ir -0.236 -0.329 -0.483
C 2.718 -0.795 1.193
C 2.862 -1.342 -0.214
N 1.556 -1.832 -0.683
C 1.562 -2.246 -2.100
C 1.215 -1.075 -2.970
C 1.447 -1.034 -4.332
C 1.166 0.134 -5.024
C 0.732 1.255 -4.327
C 0.520 1.146 -2.970
C 0.138 2.296 -2.081
N 0.424 1.940 -0.678
C 1.858 2.078 -0.336
C 2.086 1.609 1.088
N 1.661 0.217 1.266
N 0.702 -0.017 -2.332
H 3.679 -0.409 1.544
H 2.437 -1.617 1.854
H 3.600 -2.147 -0.202
H 3.213 -0.584 -0.916
H 1.286 -2.639 -0.126
H 0.841 -3.047 -2.248
H 2.547 -2.626 -2.380
H 1.853 -1.900 -4.836
H 1.326 0.186 -6.093
H 0.577 2.202 -4.825
H -0.923 2.518 -2.193
H 0.691 3.191 -2.373
H -0.106 2.560 -0.073
H 2.189 3.115 -0.435
H 2.425 1.480 -1.049
H 1.487 2.233 1.755
H 3.132 1.760 1.369
H 1.226 0.137 2.177
O -1.434 -4.083 -0.036
C -1.412 -2.885 -0.015
O -0.964 -2.120 -0.991
C -1.895 -2.084 1.163
C -2.854 -2.588 2.047
C -3.282 -1.779 3.057
C -2.756 -0.474 3.187
C -3.181 0.405 4.213
C -2.662 1.663 4.310
C -1.697 2.098 3.380
C -1.266 1.271 2.378
C -1.783 -0.033 2.261
N -1.365 -0.878 1.258
H -3.217 -3.595 1.900
H -4.028 -2.121 3.765
H -3.925 0.057 4.918
H -2.986 2.328 5.098
H -1.293 3.099 3.466
H -0.539 1.602 1.655
Se -4.475 2.018 -1.115
C -2.936 1.137 -0.971
N -1.940 0.543 -0.895
*
```